This record from the OMol25 dataset describes C31H37N5O5 in the gas phase. The level of theory is wB97M-V/def2-TZVPD.

Results
- 2S+1: 1
- SMILES string: CCOCCCNC(=O)c1ccc(N2C[C@@H]3C[C@H](C2)c2cccc(=O)n2C3)c(NC(=O)Nc2cccc(OC)c2)c1
- Relative energy (zero: lowest compared OMol25 entry of this formula, charge and spin): 1.45 kcal/mol
- E_HOMO: -7.773 eV
- HOMO-LUMO gap: 7.897 eV

Positions of all 78 atoms, in Å:
C -3.489 -1.709 2.158
H -2.411 -1.833 2.135
H -3.862 -1.934 3.154
H -3.717 -0.670 1.927
C -4.111 -2.651 1.131
O -5.523 -2.565 1.058
C -6.022 -1.449 0.356
C -6.052 -1.662 -1.166
H -6.955 -2.202 -1.449
H -5.197 -2.280 -1.453
C -5.986 -0.335 -1.926
N -4.712 0.313 -1.721
C -4.567 1.426 -0.964
O -5.509 2.098 -0.588
C -3.155 1.789 -0.640
C -2.853 3.125 -0.408
C -1.575 3.490 -0.031
C -0.573 2.541 0.126
C -0.865 1.190 -0.143
C -2.157 0.832 -0.505
H -2.361 -0.216 -0.643
N 0.165 0.254 -0.058
C 0.057 -1.129 -0.087
O -1.010 -1.709 -0.091
N 1.275 -1.738 -0.080
C 1.543 -3.112 -0.074
C 2.884 -3.474 -0.217
C 3.250 -4.810 -0.210
C 2.269 -5.792 -0.058
C 0.949 -5.423 0.086
C 0.570 -4.090 0.081
H -0.464 -3.812 0.191
H 0.193 -6.185 0.205
H 2.570 -6.827 -0.055
O 4.531 -5.261 -0.345
C 5.557 -4.312 -0.507
H 5.413 -3.714 -1.412
H 6.478 -4.886 -0.596
H 5.628 -3.644 0.357
H 3.614 -2.689 -0.333
H 2.118 -1.175 -0.178
H 1.088 0.664 -0.049
N 0.741 2.879 0.543
C 1.195 4.219 0.239
H 0.926 4.450 -0.794
C 2.728 4.268 0.410
C 3.298 3.221 -0.504
C 3.571 3.518 -1.811
C 3.952 2.497 -2.696
C 4.001 1.211 -2.260
C 3.716 0.879 -0.902
O 3.717 -0.264 -0.441
N 3.407 1.948 -0.056
C 3.314 1.604 1.358
C 2.537 2.609 2.195
C 3.065 4.003 1.872
H 2.590 4.754 2.505
H 4.143 4.053 2.035
C 1.030 2.540 1.928
H 0.657 1.535 2.135
H 0.518 3.235 2.617
H 2.707 2.369 3.249
H 2.869 0.608 1.429
H 4.340 1.521 1.741
H 4.260 0.391 -2.909
H 4.183 2.739 -3.722
H 3.480 4.534 -2.156
H 3.085 5.253 0.099
H 0.752 4.980 0.902
H -1.364 4.530 0.164
H -3.633 3.863 -0.506
H -3.892 -0.218 -1.969
H -6.135 -0.509 -2.997
H -6.752 0.354 -1.565
H -7.037 -1.292 0.731
H -5.434 -0.554 0.589
H -3.910 -3.687 1.415
H -3.652 -2.469 0.152

Results of the Löwdin charge analysis, in e, for atoms 1 through 5: number 1, C, carries -0.07; number 2, H, carries 0.06; number 3, H, carries 0.08; number 4, H, carries 0.06; number 5, C, carries -0.27



This record from the OMol25 dataset describes a molecular structure, C42H52F3Ge2N7O2S3Ti at a distorted geometry. The level of theory is wB97M-V/def2-TZVPD.

Results
- 2S+1: 1
- Relative energy (zero: lowest compared OMol25 entry of this formula, charge and spin): 33.57 kcal/mol
- E_HOMO: -12.535 eV
- Net charge: +2
- HOMO-LUMO gap: 5.994 eV

Positions of all 112 atoms, in Å:
Ti 0.710 0.894 0.475
C -2.063 -2.551 5.474
C -1.314 -2.353 4.168
N -1.844 -1.182 3.444
C -1.170 -0.381 2.620
S 0.525 -0.631 2.388
N -1.885 0.575 2.032
N -1.106 1.437 1.299
C -1.652 2.589 1.045
C -3.034 2.880 1.489
C -0.739 3.615 0.496
C -1.055 4.953 0.397
C -0.060 5.851 0.035
C 1.219 5.384 -0.213
C 1.448 4.024 -0.125
N 0.486 3.165 0.208
H -1.726 -3.464 5.963
H -3.139 -2.648 5.301
H -1.896 -1.714 6.154
H -1.402 -3.239 3.541
H -0.258 -2.188 4.356
H -2.817 -0.950 3.572
H -3.093 2.749 2.572
H -3.724 2.149 1.062
H -3.360 3.880 1.216
H -2.055 5.300 0.617
H -0.283 6.909 -0.040
H 2.031 6.053 -0.476
H 2.425 3.607 -0.335
O 4.325 -1.075 -0.991
C 5.216 -0.326 -0.280
C 6.550 -0.598 -0.548
C 7.546 0.090 0.109
C 7.232 1.075 1.049
C 5.913 1.352 1.311
C 4.877 0.662 0.654
C 3.494 1.020 0.990
O 2.444 0.491 0.266
N 3.211 1.819 1.934
N 1.825 1.952 2.136
C 1.574 2.854 3.027
S -0.042 3.099 3.604
C 0.464 4.085 5.036
C 1.658 4.912 4.613
S 2.823 3.817 3.763
H 3.431 -0.965 -0.655
H 6.778 -1.371 -1.273
H 8.582 -0.142 -0.106
H 8.017 1.612 1.568
H 5.647 2.116 2.030
H 0.710 3.400 5.844
H -0.388 4.700 5.327
H 2.174 5.341 5.472
H 1.370 5.711 3.932
C 1.368 -3.822 1.301
C 1.920 -2.705 0.413
Ge 0.544 -1.776 -0.670
C 1.329 -1.478 -2.478
C 1.732 -2.799 -3.153
C -0.580 -3.301 -1.162
C -1.910 -3.217 -1.208
Ge -2.389 -1.445 -0.678
C -3.562 -1.321 0.841
C -4.966 -1.846 0.473
C -2.655 -0.163 -2.090
C -3.700 -0.612 -3.128
C -2.845 -4.320 -1.567
C -2.465 -5.643 -1.334
C -3.299 -6.692 -1.682
C -4.534 -6.440 -2.266
C -4.931 -5.131 -2.500
C -4.092 -4.082 -2.147
H 2.188 -4.335 1.811
H 0.816 -4.574 0.736
H 0.696 -3.429 2.069
H 2.617 -3.105 -0.329
H 2.474 -1.995 1.026
H 2.198 -0.830 -2.424
H 0.578 -0.956 -3.078
H 2.442 -3.373 -2.552
H 2.218 -2.600 -4.112
H 0.869 -3.434 -3.355
H -0.074 -4.233 -1.432
H -3.583 -0.288 1.179
H -3.108 -1.925 1.629
H -5.410 -1.314 -0.376
H -5.632 -1.695 1.326
H -4.966 -2.908 0.240
H -1.683 -0.042 -2.567
H -2.939 0.787 -1.629
H -3.402 -1.535 -3.629
H -3.801 0.158 -3.895
H -4.690 -0.764 -2.693
H -1.510 -5.853 -0.863
H -2.989 -7.712 -1.490
H -5.185 -7.262 -2.536
H -5.895 -4.926 -2.956
H -4.408 -3.065 -2.343
F 0.832 5.009 -5.147
C 1.050 3.715 -5.419
F 2.253 3.597 -5.978
F 0.124 3.311 -6.292
C 0.950 2.905 -4.146
C -0.279 2.787 -3.516
C -0.343 2.086 -2.339
N 0.721 1.493 -1.770
C 1.903 1.625 -2.389
C 2.058 2.320 -3.575
H -1.170 3.240 -3.932
H -1.281 1.997 -1.816
H 2.759 1.174 -1.917
H 3.036 2.398 -4.033

Results of the Löwdin charge analysis, in e, for atoms 1 through 5: number 1, Ti, carries 0.82; number 2, C, carries -0.07; number 3, C, carries -0.24; number 4, N, carries 0.00; number 5, C, carries -0.75



This record from the OMol25 dataset describes C10H20NO5PS2 in the gas phase. The level of theory is wB97M-V/def2-TZVPD.

Results
- 2S+1: 1
- SMILES string: CCOC(=O)CNC(=O)CSP(=S)(OCC)OCC
- Relative energy (zero: lowest compared OMol25 entry of this formula, charge and spin): 4.24 kcal/mol
- E_HOMO: -9.059 eV
- HOMO-LUMO gap: 9.559 eV

Positions of all 39 atoms, in Å:
C 5.212 1.684 2.010
C 4.332 2.729 1.341
H 3.946 3.446 2.068
H 4.890 3.252 0.558
O 3.168 2.133 0.759
C 3.301 1.604 -0.455
O 4.313 1.604 -1.100
C 1.994 0.992 -0.942
N 0.941 1.055 0.035
C -0.225 1.673 -0.216
O -0.484 2.211 -1.275
C -1.224 1.622 0.928
H -0.815 1.166 1.830
H -1.601 2.622 1.139
S -2.684 0.668 0.400
P -1.632 -1.147 0.005
S -0.278 -1.634 1.323
O -1.011 -1.052 -1.442
C -1.581 -0.443 -2.613
C -2.983 -0.925 -2.920
H -3.007 -2.011 -2.970
H -3.677 -0.593 -2.151
H -3.298 -0.516 -3.876
H -0.885 -0.721 -3.408
H -1.562 0.644 -2.485
O -2.823 -2.195 -0.197
C -3.593 -2.666 0.911
C -3.038 -3.974 1.445
H -2.998 -4.714 0.650
H -3.676 -4.340 2.244
H -2.033 -3.823 1.833
H -3.613 -1.905 1.697
H -4.606 -2.799 0.521
H 1.088 0.563 0.905
H 2.193 -0.045 -1.238
H 1.660 1.544 -1.827
H 4.643 1.129 2.752
H 6.050 2.173 2.498
H 5.595 0.990 1.266

Results of the Löwdin charge analysis, in e, for atoms 1 through 5: number 1, C, carries -0.06; number 2, C, carries -0.21; number 3, H, carries 0.12; number 4, H, carries 0.12; number 5, O, carries -0.01



This record from the OMol25 dataset describes a molecular structure, C55H49N7O9Ti. The level of theory is wB97M-V/def2-TZVPD.

Results
- 2S+1: 1
- E_HOMO: -0.822 eV
- Net charge: -2
- HOMO-LUMO gap: 3.979 eV

Positions of all 121 atoms, in Å:
Ti 0.888 0.087 0.465
O 1.349 0.075 4.583
C 1.688 0.061 3.415
O 0.880 0.143 2.412
C 3.154 -0.058 3.066
C 4.045 -0.221 4.113
C 5.402 -0.346 3.858
C 5.915 -0.299 2.575
C 5.019 -0.113 1.549
C 3.618 -0.017 1.725
O 2.824 0.059 0.702
N 5.603 0.010 0.207
O 6.528 -0.733 -0.069
O 5.180 0.877 -0.522
N 6.333 -0.532 4.971
O 7.515 -0.669 4.709
O 5.880 -0.612 6.093
H 3.645 -0.248 5.116
H 6.970 -0.401 2.377
O -3.666 0.375 -5.253
N -3.489 0.276 -4.008
O -4.450 1.003 -3.273
C -2.464 -0.242 -3.392
C -1.326 -0.615 -4.183
C -0.047 -0.423 -3.673
C 1.179 -0.552 -4.389
C 2.390 -0.400 -3.750
C 2.463 -0.133 -2.384
N 1.321 0.028 -1.700
C 0.146 -0.040 -2.310
C -1.003 0.041 -1.414
N -1.288 -0.051 0.671
C -2.096 -0.159 1.810
C -3.443 -0.112 1.522
C -4.017 0.046 0.286
C -2.387 -0.341 -1.886
H -1.474 -0.717 -5.248
H 1.150 -0.788 -5.448
H 3.311 -0.513 -4.310
H 3.388 -0.038 -1.837
H -1.633 -0.130 2.785
H -4.135 -0.235 2.356
H -5.092 -0.007 0.265
C 2.536 3.338 -2.047
C 1.011 3.394 -2.137
C 0.563 4.096 -3.417
C 0.449 4.013 -0.877
C 0.386 5.397 -0.752
C -0.112 5.991 0.394
C -0.529 5.197 1.447
C -0.463 3.808 1.374
C -0.868 2.982 2.572
C 0.124 3.201 3.716
C -2.302 3.248 3.025
C 0.009 3.210 0.192
N -0.018 1.797 0.050
C -1.229 1.144 -0.352
C -1.089 -1.138 -0.349
N 0.125 -1.730 0.081
C 0.276 -3.139 0.212
C -0.005 -3.753 1.452
C 0.041 -5.138 1.557
C 0.395 -5.929 0.480
C 0.724 -5.322 -0.716
C 0.674 -3.939 -0.872
C 1.046 -3.365 -2.220
C 2.465 -3.755 -2.631
C 0.035 -3.776 -3.291
C -0.299 -2.951 2.699
C -1.630 -3.322 3.350
C 0.857 -3.110 3.690
C -2.341 -1.641 -1.141
C -3.424 -2.411 -1.060
C -4.691 -2.004 -1.735
C -5.232 -0.789 -1.975
C -4.621 0.619 -1.895
C -5.365 1.830 -1.371
C -4.659 2.898 -0.939
C -3.226 2.912 -0.643
C -2.592 1.726 -0.684
C -3.380 0.507 -1.049
H 2.960 2.882 -2.944
H 2.867 2.746 -1.191
H 2.949 4.346 -1.939
H 0.642 2.373 -2.182
H 1.005 5.091 -3.518
H -0.523 4.199 -3.453
H 0.874 3.509 -4.283
H 0.717 6.018 -1.575
H -0.172 7.071 0.468
H -0.913 5.654 2.352
H -0.820 1.933 2.289
H 0.081 4.235 4.074
H 1.148 3.006 3.392
H -0.091 2.531 4.550
H -2.434 4.268 3.398
H -2.563 2.560 3.832
H -3.005 3.078 2.209
H -0.198 -5.599 2.509
H 0.429 -7.008 0.575
H 1.023 -5.931 -1.561
H 1.020 -2.283 -2.131
H 2.563 -4.835 -2.773
H 3.193 -3.444 -1.880
H 2.723 -3.266 -3.572
H 0.038 -4.861 -3.433
H 0.277 -3.300 -4.244
H -0.973 -3.463 -3.021
H -0.371 -1.905 2.416
H -1.619 -4.335 3.763
H -2.446 -3.249 2.630
H -1.849 -2.629 4.165
H 0.948 -4.151 4.015
H 0.714 -2.477 4.567
H 1.810 -2.833 3.228
H -3.470 -3.286 -0.422
H -5.340 -2.837 -1.995
H -6.216 -0.794 -2.438
H -6.429 1.918 -1.556
H -5.208 3.812 -0.739
H -2.758 3.826 -0.303

Results of the Löwdin charge analysis, in e, for atoms 1 through 5: number 1, Ti, carries 1.24; number 2, O, carries 0.06; number 3, C, carries -0.57; number 4, O, carries -0.11; number 5, C, carries -0.02



This record from the OMol25 dataset describes C19H26FN3O2 in the gas phase. The level of theory is wB97M-V/def2-TZVPD.

Results
- 2S+1: 1
- SMILES string: CC[C@@H](C)N1C(=O)CC[C@@H]1C(=O)N1CCN(c2ccccc2F)CC1
- Relative energy (zero: lowest compared OMol25 entry of this formula, charge and spin): 27.07 kcal/mol
- E_HOMO: -8.223 eV
- HOMO-LUMO gap: 8.989 eV

Positions of all 51 atoms, in Å:
C 3.581 -1.839 -2.796
C 3.720 -1.230 -1.407
H 4.236 -0.270 -1.495
H 4.323 -1.880 -0.771
C 2.368 -0.994 -0.718
N 2.560 -0.212 0.499
C 3.159 -0.686 1.622
O 3.398 -1.845 1.872
C 3.476 0.497 2.528
C 2.802 1.696 1.867
H 1.843 1.910 2.340
H 3.408 2.599 1.910
C 2.595 1.237 0.414
H 3.454 1.548 -0.201
C 1.395 1.917 -0.253
O 1.603 2.717 -1.149
N 0.152 1.688 0.216
C -0.283 0.702 1.177
H 0.548 0.082 1.502
C -1.359 -0.185 0.540
N -2.462 0.631 0.076
C -3.739 0.090 0.009
C -4.326 -0.505 1.133
C -5.606 -1.014 1.127
C -6.372 -0.925 -0.023
C -5.831 -0.328 -1.147
C -4.540 0.165 -1.134
H -4.140 0.604 -2.034
H -6.415 -0.252 -2.052
H -7.377 -1.315 -0.035
H -5.993 -1.459 2.031
F -3.627 -0.579 2.297
C -2.020 1.570 -0.930
H -2.858 2.193 -1.242
C -0.952 2.470 -0.308
H -0.551 3.161 -1.052
H -1.398 3.037 0.517
H -1.600 1.059 -1.811
H -1.701 -0.912 1.273
H -0.916 -0.728 -0.311
H -0.720 1.214 2.042
H 4.562 0.604 2.557
H 3.133 0.305 3.543
C 1.651 -2.306 -0.412
H 1.311 -2.768 -1.334
H 0.790 -2.133 0.229
H 2.322 -2.986 0.105
H 1.738 -0.379 -1.374
H 3.164 -2.841 -2.745
H 4.556 -1.902 -3.273
H 2.936 -1.223 -3.419

Results of the Löwdin charge analysis, in e, for atoms 1 through 5: number 1, C, carries -0.10; number 2, C, carries -0.20; number 3, H, carries 0.11; number 4, H, carries 0.12; number 5, C, carries -0.32



This record from the OMol25 dataset describes a molecular structure, C19H25N5O5S2 at a distorted geometry. The level of theory is wB97M-V/def2-TZVPD.

Results
- 2S+1: 1
- Relative energy (zero: lowest compared OMol25 entry of this formula, charge and spin): 402.50 kcal/mol
- E_HOMO: -9.020 eV
- HOMO-LUMO gap: 8.613 eV

Positions of all 56 atoms, in Å:
C 1.832 3.082 0.586
C 0.458 2.461 -0.078
H -0.399 3.039 -0.003
H 0.281 1.517 0.317
O 0.695 2.373 -1.706
C 1.210 1.131 -1.949
O 1.353 0.219 -1.173
C 1.434 0.967 -3.535
H 1.280 -0.015 -3.947
H 0.877 1.839 -3.957
S 3.336 1.240 -3.613
C 3.903 0.488 -2.334
N 4.030 1.322 -1.213
N 4.353 0.129 -0.133
C 4.163 -0.966 -0.923
N 4.024 -0.687 -2.047
C 3.704 -1.561 -3.127
H 4.713 -2.234 -3.231
H 2.808 -2.528 -2.865
H 3.590 -1.235 -3.984
C 4.117 -2.277 -0.199
N 2.970 -2.378 0.590
C 1.769 -2.850 -0.177
O 1.996 -3.372 -1.159
C 0.306 -2.641 0.149
C 0.092 -2.236 1.711
C -1.113 -1.638 2.076
C -2.124 -1.778 1.229
C -1.784 -1.774 -0.097
C -0.660 -2.191 -0.521
H -0.485 -2.554 -1.645
H -2.756 -1.699 -0.954
S -3.708 -1.048 1.781
O -4.733 -1.650 1.038
O -3.673 -0.877 3.149
N -3.649 0.327 1.118
C -3.057 1.438 1.701
H -2.401 2.295 1.406
H -2.139 0.960 2.415
C -3.890 1.994 2.785
H -4.225 1.542 3.723
H -3.548 3.073 3.255
C -5.182 2.159 1.777
H -6.142 1.984 2.314
H -5.353 3.019 1.274
C -5.105 1.142 0.746
H -4.952 1.678 -0.231
H -5.791 0.420 0.702
H -1.350 -1.774 3.110
H 1.102 -2.438 2.394
H 2.571 -1.689 1.177
H 4.186 -3.148 -0.814
H 4.654 -2.397 0.711
H 1.653 3.299 1.651
H 1.994 4.122 0.175
H 2.764 2.374 0.556

Results of the Löwdin charge analysis, in e, for atoms 1 through 5: number 1, C, carries -0.05; number 2, C, carries -0.04; number 3, H, carries 0.07; number 4, H, carries 0.06; number 5, O, carries -0.02



This record from the OMol25 dataset describes 2 unconnected molecules or ions with the total composition C3H9NO2 at a distorted geometry. The level of theory is wB97M-V/def2-TZVPD.

Results
- 2S+1: 1
- SMILES string: CC(=O)O.CN
- Relative energy (zero: lowest compared OMol25 entry of this formula, charge and spin): 19.56 kcal/mol
- E_HOMO: -9.233 eV
- HOMO-LUMO gap: 9.993 eV

Positions of all 15 atoms, in Å:
C 0.432 0.494 2.460
N 1.378 1.606 2.387
H -1.280 -0.608 0.157
H 2.344 1.358 2.543
H 1.341 1.999 1.454
H 0.770 -0.491 2.155
H -0.422 0.819 1.871
H 0.156 0.366 3.505
C -0.651 -1.085 -2.939
C -0.706 -0.404 -1.610
O -1.160 -1.168 -0.606
O -0.387 0.745 -1.439
H -1.406 -1.829 -3.140
H 0.335 -1.499 -3.108
H -0.745 -0.302 -3.690

Results of the Löwdin charge analysis, in e, for atoms 1 through 5: number 1, C, carries -0.20; number 2, N, carries -0.07; number 3, H, carries 0.09; number 4, H, carries 0.05; number 5, H, carries 0.05



Computed electronic energy (a.u.) in order:
-1853.555879; -8662.435882; -1961.843694; -4034.947534; -1154.256733; -2184.751858; -324.941438